[1]
DFT (ωB97M-V/def2-TZVPD) results for 9 unconnected molecules or ions with the total composition C34H69F3N2O11P2.

Molar mass, g/mol: 800.9
HOMO-LUMO gap, eV: 7.4
Structure (SMILES): CC(C)=CCC[C@@H](C)CCc1c(C[C@@H]2CO2)c2c(c(CCC(F)(F)F)c1P(C)C)C(=O)N([PH2]=N)C2=O.CO.CO.CO.CO.CO.CO.CO.CO
Electronic energy, a.u.: -3256.1632

```
! wB97M-V def2-TZVPD RIJCOSX def2/J DEFGRID3
* xyz 0 1
C -3.01811 0.43782 4.00528
C -1.81063 1.02906 3.33039
C -0.82189 1.70776 4.23073
C -1.65196 0.89887 2.00884
C -0.78986 1.74126 1.11298
C -1.56567 2.94998 0.55902
C -2.32308 2.70650 -0.77165
C -3.82858 3.05875 -0.62247
C -1.71000 3.49482 -1.94512
C -0.73593 2.72117 -2.85245
C 0.27032 1.85463 -2.14185
C 0.07349 0.46630 -2.18153
C -1.06539 -0.20671 -2.91832
C -0.61210 -0.46056 -4.36287
C -1.21969 0.39533 -5.41907
O -1.50037 -1.06693 -5.22078
C 0.98246 -0.31460 -1.49705
C 2.03444 0.24184 -0.79146
C 2.25365 1.60239 -0.72528
C 3.41594 2.09115 0.10433
C 4.62857 2.54959 -0.69963
C 5.70179 3.10556 0.20358
F 5.93192 2.32955 1.27396
F 5.38579 4.32576 0.67955
F 6.87146 3.22971 -0.44540
C 1.35970 2.41987 -1.44140
P 1.49550 4.25467 -1.57276
C 2.79963 4.50083 -2.86005
C 2.08601 4.97416 0.00684
C 2.81339 -0.85992 -0.17718
O 3.88506 -0.86679 0.36193
N 2.07263 -2.08480 -0.40829
P 1.58479 -2.77037 1.09218
N 1.02757 -1.70331 2.07277
C 1.02985 -1.79235 -1.34114
O 0.35825 -2.63769 -1.86869
H -3.77880 1.20227 4.14803
H -2.75361 0.00065 4.96515
H -3.42802 -0.36463 3.39188
H 0.01213 2.11500 3.66252
H -0.40961 0.99190 4.93746
H -1.26082 2.55243 4.76668
H -2.18861 0.08608 1.52561
H -0.36879 1.12305 0.32217
H 0.06478 2.11519 1.68109
H -0.84967 3.75926 0.39142
H -2.24050 3.28343 1.34330
H -2.30003 1.63523 -0.98148
H -4.45605 2.18788 -0.80813
H -4.14233 3.83472 -1.31848
H -4.07072 3.40603 0.37913
H -2.51984 3.81026 -2.60409
H -1.25018 4.40801 -1.57609
H -1.33391 2.13068 -3.53437
H -0.21280 3.44997 -3.47255
H -1.95598 0.40940 -2.95851
H -1.26443 -1.17279 -2.46693
H 0.44317 -0.68898 -4.50773
H -0.60512 0.49574 -6.30379
H -2.24128 0.74221 -5.38851
H 3.75249 1.25230 0.70276
H 3.11311 2.85441 0.81560
H 4.40064 3.34917 -1.39501
H 5.10045 1.71363 -1.21374
H 3.53409 5.24858 -2.56823
H 2.33414 4.73717 -3.81102
H 3.33289 3.56187 -3.00670
H 1.64868 4.44246 0.84893
H 3.16485 5.05246 0.11554
H 1.68065 5.98351 0.03280
H 0.65510 -3.70719 0.64005
H 2.71825 -3.44515 1.55913
H 1.53895 -1.63872 2.94192
C 3.12312 -1.87988 -6.40684
O 2.35296 -0.71026 -6.13396
H 2.44422 -2.72872 -6.39198
H 3.59452 -1.80767 -7.39023
H 3.89250 -2.03380 -5.64322
H 2.95221 0.04746 -6.12684
C -0.19507 -3.74478 -7.29267
O 0.69372 -4.83033 -7.03707
H 0.39749 -2.83682 -7.36606
H -0.72805 -3.90217 -8.23504
H -0.90848 -3.63408 -6.47213
H 0.17128 -5.63275 -6.96519
C -3.71182 -4.61014 -7.55656
O -3.97385 -3.24992 -7.87444
H -4.60173 -5.18336 -7.80381
H -2.87064 -4.99294 -8.14109
H -3.50283 -4.72280 -6.48904
H -3.19252 -2.73626 -7.64868
C 5.61499 1.58161 -4.86557
O 4.20200 1.47904 -4.67848
H 5.78697 2.37663 -5.58593
H 6.12040 1.83598 -3.93118
H 6.03380 0.65118 -5.25705
H 4.03465 0.78156 -4.03541
C -5.03943 -1.19671 7.39092
O -4.82966 -0.16899 6.42268
H -4.05935 -1.50758 7.74133
H -5.61586 -0.83782 8.24426
H -5.54600 -2.05918 6.95082
H -5.69057 0.11315 6.10372
C 2.36663 0.48930 6.99831
O 1.01246 0.09475 7.18434
H 2.36842 1.30539 6.28022
H 2.81270 0.84028 7.93259
H 2.97184 -0.33091 6.60212
H 0.99893 -0.62649 7.81824
C -4.63816 -4.36976 9.32510
O -5.37996 -3.18977 9.63828
H -3.59618 -4.08795 9.23712
H -4.73560 -5.11637 10.11789
H -4.96571 -4.80121 8.37793
H -6.30514 -3.43540 9.71616
C -1.39724 -6.31750 7.14193
O -2.34951 -5.31214 7.47297
H -1.90884 -7.27497 7.19472
H -1.00873 -6.18130 6.12951
H -0.56246 -6.32492 7.84767
H -1.90462 -4.46139 7.42585
*
```

=====

[2]
DFT (ωB97M-V/def2-TZVPD) results for 12 unconnected molecules or ions with the total composition C34H69NO11S.

⟨S²⟩: 0.757
Molar mass, g/mol: 700.0
HOMO-LUMO gap (spin up / spin down), eV: 7.8 / 2.9
Electronic energy, a.u.: -2617.0352

```
! wB97M-V def2-TZVPD RIJCOSX def2/J DEFGRID3
* xyz 1 2
C 2.22420 -4.97075 -2.38041
C 1.71732 -4.67020 -1.07303
N 1.33393 -4.45574 -0.00024
H 2.97084 -4.21192 -2.61452
H 1.39346 -4.73535 -3.04566
H 2.50193 -6.02404 -2.41969
C 1.45139 3.12231 -2.43052
S 2.55025 2.38070 -3.78153
O 2.72368 0.90413 -3.54345
C 1.32044 2.68541 -5.14828
H 1.39417 4.20305 -2.56019
H 1.99460 3.03325 -1.48972
H 0.51148 2.57830 -2.33715
H 1.90105 2.54069 -6.05935
H 0.79152 3.63778 -5.11170
H 0.63921 1.83623 -5.09413
C 5.61209 2.41436 1.17183
C 5.38348 1.72054 -0.17775
O 6.02336 2.05010 -1.17003
C 4.37145 0.64728 -0.26006
H 6.58565 2.89583 1.26374
H 5.55006 1.65922 1.95542
H 4.88013 3.22164 1.19750
H 4.53732 0.12270 -1.20102
H 3.35834 1.04427 -0.32404
H 4.52655 0.04532 0.63531
C 1.40481 -1.05788 -0.81184
C 0.68767 -0.04214 -0.00054
O 0.99803 1.13477 -0.07254
C -0.52375 -0.43987 0.78166
H 0.71378 -1.80424 -1.20363
H 2.17133 -1.63434 -0.29390
H 1.82953 -0.58044 -1.69489
H -0.36098 -1.31451 1.41144
H -1.34800 -0.73943 0.13439
H -0.75964 0.39231 1.44493
C -2.96607 5.30939 2.44451
C -2.65741 4.00130 3.17522
O -2.64794 3.98722 4.39525
C -2.31560 2.75586 2.41469
H -2.06370 5.57632 1.89444
H -3.27253 6.12714 3.09679
H -3.74320 4.98722 1.75142
H -1.56226 2.23647 3.00699
H -1.88873 2.99271 1.44012
H -3.17799 2.10912 2.25311
C -4.16048 -0.77602 1.51016
C -3.34429 -1.71980 2.25962
O -2.66972 -1.25633 3.16305
C -3.52900 -3.20251 2.07192
H -3.78546 -0.81787 0.48757
H -4.21024 0.24314 1.89349
H -5.19137 -1.13008 1.50733
H -3.04736 -3.77357 2.86565
H -3.08302 -3.55830 1.14316
H -4.53016 -3.62974 2.01484
C -1.40330 -4.66440 -2.29935
C -2.81502 -4.23329 -1.98001
O -3.17503 -3.07102 -1.87629
C -3.78835 -5.31620 -1.52623
H -1.10472 -5.47438 -1.63387
H -0.66160 -3.88642 -2.11846
H -1.33253 -4.87019 -3.36741
H -4.78612 -4.89212 -1.41347
H -3.49417 -5.71298 -0.55458
H -3.82030 -6.18403 -2.18498
C 4.02166 -0.53794 4.37070
C 4.41618 -1.39789 3.21226
O 5.54395 -1.37763 2.75987
C 3.38040 -2.41530 2.73729
H 4.12302 -1.12198 5.28543
H 2.99100 -0.21699 4.21965
H 4.54232 0.41866 4.41460
H 3.14736 -3.13517 3.52188
H 3.62370 -2.95868 1.82426
H 2.51784 -1.84689 2.38945
C 0.40881 4.75255 0.22340
C 1.73548 4.67466 0.95206
O 2.65289 5.27227 0.44330
C 1.98170 3.90646 2.19005
H 0.60783 4.71613 -0.84766
H -0.11901 5.68335 0.43110
H -0.26748 3.92713 0.44564
H 1.22796 3.12151 2.12812
H 1.84823 4.54941 3.06005
H 2.94226 3.39716 2.11219
C -0.17491 -2.56470 4.34175
C 0.01602 -1.14982 4.82732
O 0.25926 -0.28054 4.01722
C 0.07417 -0.99366 6.31732
H 0.69930 -3.16717 4.58851
H -0.27260 -2.58686 3.25636
H -1.14886 -2.81939 4.75969
H -0.77648 -1.35560 6.89480
H 0.09492 0.07568 6.52747
H 0.99366 -1.42497 6.71304
C -1.87459 -1.01260 -6.17766
C -0.97789 -1.76582 -5.16711
O -1.18982 -2.88174 -4.83087
C 0.00446 -0.90202 -4.43191
H -2.66024 -0.39173 -5.74709
H -2.44356 -1.85572 -6.56946
H -1.25199 -0.51511 -6.92129
H 0.33652 -1.53990 -3.61280
H -0.44712 0.02922 -4.08990
H 0.81870 -0.75241 -5.14095
C -3.91347 2.85026 -3.23525
C -3.08986 2.24151 -2.10091
O -2.31977 2.89378 -1.39423
C -3.14937 0.72650 -1.96572
H -4.94865 2.82374 -2.89495
H -3.77233 2.24394 -4.12999
H -3.60797 3.87691 -3.43715
H -2.55927 0.45396 -1.09073
H -2.68985 0.18918 -2.79532
H -4.18752 0.39824 -1.91488
*
```

=====

[3]
DFT (ωB97M-V/def2-TZVPD) results for a molecular structure, C34H70N7O5SSiSn.

Molar mass, g/mol: 835.8
HOMO-LUMO gap, eV: 7.9
Electronic energy, a.u.: -2999.0554

```
! wB97M-V def2-TZVPD RIJCOSX def2/J DEFGRID3
* xyz 1 1
Sn -0.01379 -0.29449 -0.31583
C -3.07941 -0.98317 1.59622
N -2.26367 -0.47655 2.68796
C -1.72444 -1.51912 3.55034
C -1.58261 0.70293 2.52275
N -1.38054 1.17594 1.32423
C -1.37303 2.54228 1.03006
C -2.29659 3.43164 1.58840
C -2.38326 4.74905 1.16988
C -1.55020 5.20168 0.15672
C -0.63834 4.32968 -0.41418
C -0.52079 3.00617 0.01954
N 0.35723 2.10397 -0.61765
C 1.51458 2.52544 -1.10124
N 2.33008 3.41552 -0.46906
C 2.20088 3.69643 0.94719
C 3.11753 4.39256 -1.20531
N 1.94099 2.05800 -2.29446
C 0.97919 1.56695 -3.27407
C 3.33510 1.74847 -2.57372
N -1.15361 1.28863 3.67770
C -1.88070 1.18767 4.93056
C -0.01359 2.18066 3.68814
H -3.92111 -1.53639 2.01569
H -2.51698 -1.65601 0.94102
H -3.45170 -0.15801 0.99766
H -1.24656 -2.29275 2.94112
H -2.52492 -1.98352 4.12851
H -0.97944 -1.10662 4.22532
H -2.97858 3.06521 2.34798
H -3.11579 5.40899 1.61691
H -1.62044 6.22091 -0.20134
H -0.01058 4.66752 -1.23253
H 1.75069 2.84725 1.45146
H 1.58415 4.57875 1.13672
H 3.19641 3.86450 1.36287
H 2.99383 4.25367 -2.27483
H 4.17769 4.31293 -0.95560
H 2.77898 5.39949 -0.94429
H -0.02874 1.75358 -2.91638
H 1.11783 0.49957 -3.45077
H 1.12616 2.10315 -4.21504
H 3.94517 1.94559 -1.69527
H 3.71209 2.33487 -3.41617
H 3.41510 0.68897 -2.82125
H -2.81863 0.66101 4.77971
H -2.09923 2.19286 5.30159
H -1.29744 0.66570 5.69415
H 0.61264 1.96353 2.82656
H 0.56687 1.99923 4.59507
H -0.30654 3.23414 3.66129
C -3.01997 1.51188 -2.30100
C -2.58334 0.39045 -3.21585
O -1.63177 -0.44002 -2.52789
H -3.63334 2.21486 -2.86463
H -2.15677 2.04474 -1.89850
H -3.60648 1.13071 -1.46410
H -2.12745 0.80016 -4.12167
H -3.44439 -0.21668 -3.50489
H -1.24106 -1.05387 -3.16323
C 3.41738 0.75921 1.51374
N 3.23914 -0.53490 2.15383
C 4.45408 -1.24786 2.53897
C 2.02175 -1.06354 2.31874
C 1.93861 -2.40121 3.00176
O 0.98245 -0.48654 1.93581
H 3.84523 1.47335 2.22097
H 2.45567 1.12031 1.16767
H 4.07890 0.65979 0.65334
H 5.31200 -0.64631 2.25348
H 4.52732 -2.20775 2.02725
H 4.49698 -1.41633 3.61557
H 2.36412 -2.35610 4.00539
H 2.49059 -3.15381 2.43608
H 0.89702 -2.69604 3.06825
C 3.47080 -0.38299 -5.85565
C 2.65132 -1.60021 -5.43699
C 1.27485 -1.59047 -6.09600
C 3.41199 -2.86621 -5.82119
O 2.42802 -1.49799 -4.01610
Si 2.76950 -2.44246 -2.73192
S 2.20967 -1.34383 -0.98007
O 1.85892 -3.77680 -2.66001
C 1.87143 -5.17267 -2.99229
C 3.27955 -5.68174 -3.29868
C 0.95202 -5.37120 -4.19333
C 1.31477 -5.90641 -1.77678
O 4.37267 -2.73016 -2.77168
C 5.47153 -2.83378 -1.85100
C 6.58088 -3.53799 -2.62067
C 5.08464 -3.64555 -0.61388
C 5.92724 -1.43245 -1.44451
H 3.73770 -0.44516 -6.91142
H 4.38860 -0.34660 -5.26481
H 2.90951 0.53713 -5.69538
H 1.36112 -1.70467 -7.17766
H 0.76366 -0.64971 -5.87784
H 0.67588 -2.41129 -5.69859
H 3.62039 -2.85356 -6.89061
H 2.81783 -3.75471 -5.60292
H 4.35325 -2.92762 -5.27465
H 3.80201 -5.00458 -3.97257
H 3.22899 -6.66632 -3.76368
H 3.86451 -5.76404 -2.38120
H 1.32677 -4.82006 -5.05697
H -0.05019 -5.00717 -3.96128
H 0.88953 -6.42785 -4.45681
H 1.86041 -5.59734 -0.88350
H 1.42644 -6.98409 -1.90547
H 0.25868 -5.67276 -1.63351
H 6.23952 -4.51940 -2.95406
H 7.46153 -3.66516 -1.98938
H 6.85812 -2.95069 -3.49766
H 4.88106 -4.68435 -0.87714
H 4.19275 -3.21462 -0.15465
H 5.90322 -3.62543 0.10829
H 6.17461 -0.84548 -2.33229
H 6.81028 -1.48939 -0.80458
H 5.11791 -0.93666 -0.90916
*
```